The following is a quantum chemistry calculation of 2 unconnected molecules or ions with the total composition C18H22F23N4O5PS2 in a non-equilibrium geometry, from OMol25.

Atoms and positions in Å:
1 O 6.22259 -4.20792 3.45588
2 S 6.90190 -3.69056 2.15287
3 O 7.73752 -2.42876 2.60263
4 F 7.93869 -4.99960 1.63191
5 N 5.80441 -3.36732 0.83408
6 C 4.81684 -4.50975 0.77239
7 C 3.66992 -4.39409 -0.39039
8 C 2.73552 -5.77287 -0.54457
9 F 1.95914 -5.58855 -1.79266
10 F 3.66220 -6.93442 -0.80447
11 C 1.85160 -6.12100 0.78656
12 F 2.68497 -6.52869 1.97957
13 F 1.06148 -7.36392 0.44786
14 C 0.86714 -4.92366 1.31435
15 F 0.04815 -5.52558 2.43276
16 F 1.61911 -3.79108 1.97269
17 C -0.20411 -4.35699 0.21274
18 F -0.76300 -5.37218 -0.70848
19 F 0.44223 -3.30621 -0.65740
20 C -1.52692 -3.63702 0.94097
21 F -1.17080 -2.86467 2.15763
22 F -2.53895 -4.69666 1.30859
23 C -2.32447 -2.59883 -0.06030
24 F -2.36444 -3.01847 -1.48046
25 F -1.60728 -1.28934 0.04529
26 C -3.88170 -2.30581 0.40697
27 F -4.73368 -3.40499 -0.17950
28 F -4.04211 -2.23552 1.90418
29 C -4.49597 -0.88695 -0.17916
30 F -4.12389 0.30164 0.66844
31 F -4.15684 -0.66323 -1.63333
32 F -6.00531 -0.92037 -0.14717
33 S 6.61482 -3.06956 -0.67892
34 O 6.85349 -4.35147 -1.54761
35 O 5.65835 -2.12523 -1.50824
36 C 8.24511 -2.15873 -0.56577
37 F 9.33555 -2.90073 0.12345
38 F 8.72309 -1.99493 -1.99072
39 C 8.07810 -0.58830 -0.01380
40 F 8.05378 0.31017 -1.22734
41 F 6.76724 -0.35975 0.66912
42 F 9.22578 -0.15257 0.82107
43 H 5.40679 -5.50854 0.60716
44 H 4.22651 -4.49404 1.81065
45 H 2.98975 -3.44029 -0.16091
46 H 4.09170 -4.20867 -1.48262
47 C -5.00712 7.05541 -1.58126
48 N -4.78987 6.38344 -0.30641
49 C -5.89915 6.73055 0.59402
50 P -4.38274 4.72049 -0.22119
51 O -5.70361 4.30472 -0.91399
52 N -3.36696 4.23745 -1.49494
53 C -2.58815 5.11849 -2.34477
54 C -3.74971 3.04227 -2.24426
55 N -2.86430 5.19845 0.57524
56 C -2.50254 4.20300 1.59057
57 C -2.56225 6.53025 1.09201
58 H -5.34653 8.08800 -1.43225
59 H -5.74610 6.54110 -2.20573
60 H -4.07478 7.15776 -2.13759
61 H -5.74742 6.27501 1.57851
62 H -6.86398 6.38454 0.20729
63 H -5.95258 7.81291 0.75394
64 H -3.17756 5.49076 -3.18794
65 H -1.72041 4.58859 -2.75656
66 H -2.17498 5.97214 -1.80096
67 H -4.50640 3.27390 -3.00282
68 H -4.15449 2.27802 -1.57329
69 H -2.88775 2.58916 -2.74474
70 H -3.16303 4.27577 2.46132
71 H -1.46435 4.32254 1.91928
72 H -2.58949 3.19061 1.18317
73 H -3.24279 6.82331 1.89784
74 H -2.58502 7.28736 0.30157
75 H -1.53995 6.57000 1.48795

For the frontier orbital gap, the calculation gives 5.87 eV. As for the SMILES: O=S(=O)(F)N(CCC(F)(F)C(F)(F)C(F)(F)C(F)(F)C(F)(F)C(F)(F)C(F)(F)C(F)(F)F)S(=O)(=O)C(F)(F)C(F)(F)F.CN(C)P(=O)(N(C)C)N(C)C. As for the net charge: 0.


The following is a quantum chemistry calculation of a single C4H8O2 molecule, from OMol25.

Atoms and positions in Å:
1 C -0.73053 0.56341 1.57420
2 C 0.41793 0.66487 0.58327
3 C 0.25793 -0.41985 -0.44463
4 O 0.55057 -1.65925 0.09515
5 C 0.35886 -0.14339 -1.87298
6 O -0.90833 -0.39316 -1.23591
7 H -1.66538 0.49308 1.00822
8 H -0.62906 -0.34123 2.17935
9 H -0.77152 1.43577 2.22868
10 H 0.42588 1.64033 0.08413
11 H 1.39369 0.54125 1.06651
12 H 0.11053 -2.31491 -0.46308
13 H 0.47984 0.88728 -2.20339
14 H 0.72357 -0.91617 -2.54685

For the frontier orbital gap, the calculation gives 11.04 eV. As for the SMILES: CC[C@]1(O)CO1. As for the net charge: 0.


The following is a quantum chemistry calculation of a single C6H10 molecule in a non-equilibrium geometry, from OMol25.

Atoms and positions in Å:
1 C -0.16398 -1.54601 1.67899
2 C -0.14411 -0.43320 0.81968
3 C -1.19296 -0.22474 -0.27766
4 C -0.32208 0.24268 -1.45036
5 C 0.68923 1.17680 -0.81185
6 C 0.94696 0.65295 0.69106
7 H 0.47983 -2.00472 2.51498
8 H -0.96656 -2.42299 1.43000
9 H -1.67674 -1.17569 -0.37653
10 H -1.86194 0.59252 0.06035
11 H 0.13899 -0.72229 -1.90789
12 H -0.83717 0.82611 -2.32543
13 H 1.64391 1.45158 -1.30691
14 H 0.19809 2.24328 -0.76829
15 H 1.20635 1.45090 1.39685
16 H 1.86217 -0.10719 0.63302

For the frontier orbital gap, the calculation gives 10.08 eV. As for the SMILES: C=C1CCCC1. As for the net charge: 0.


The following is a quantum chemistry calculation of a molecular structure, C54H44Cl5IN4O3P2S2SiSr in a non-equilibrium geometry, from OMol25.

Atoms and positions in Å:
1 Sr 1.08997 -3.57825 -0.35316
2 C 2.67138 0.57599 -5.25402
3 Si 4.01189 -0.77550 -5.13158
4 C 3.34966 -2.20572 -6.19996
5 C 5.79147 -0.28460 -5.77197
6 C 4.39089 -1.48243 -3.47632
7 C 5.59127 -1.13718 -2.92953
8 C 5.92884 -1.61510 -1.65570
9 C 4.96867 -2.30713 -0.94168
10 N 3.74218 -2.61141 -1.37449
11 C 3.43523 -2.16792 -2.60369
12 S 1.72156 -2.15750 -2.93433
13 H 2.11554 0.48091 -6.18385
14 H 3.09125 1.61556 -5.22366
15 H 1.97283 0.46995 -4.34687
16 H 2.64420 -2.92837 -5.68601
17 H 4.19218 -2.76772 -6.49299
18 H 2.91902 -1.80654 -7.11746
19 H 5.86429 -0.25614 -6.85204
20 H 6.43748 -1.14933 -5.46818
21 H 6.29271 0.66425 -5.40121
22 H 6.24871 -0.41767 -3.44416
23 H 6.92560 -1.47157 -1.22592
24 H 5.15288 -2.69386 0.06433
25 Cl 1.71424 -6.31657 -3.06914
26 C 2.44527 -6.67080 -1.62445
27 C 2.26297 -5.91317 -0.54316
28 C 3.03975 -5.91132 0.62044
29 Cl 2.81396 -4.78418 1.87929
30 C 3.89199 -6.95862 0.72353
31 Cl 4.80140 -7.21337 2.15584
32 C 4.04223 -7.92560 -0.36562
33 Cl 5.19110 -9.08380 -0.23161
34 C 3.24433 -7.86486 -1.47316
35 Cl 2.95417 -9.22819 -2.55248
36 N -0.65969 2.82500 1.65161
37 P 0.57474 2.55388 0.27228
38 C 0.14270 4.02508 -0.66207
39 C 0.55914 4.03663 -1.97274
40 C 0.41922 5.18849 -2.76198
41 C -0.17882 6.30836 -2.17821
42 C -0.76951 6.23133 -0.93406
43 C -0.78915 5.02845 -0.24332
44 C 2.05119 3.36439 0.98091
45 C 3.28602 2.66384 1.02577
46 C 4.41212 3.20259 1.56343
47 C 4.26249 4.40126 2.32344
48 C 3.04336 5.10742 2.31931
49 C 1.89441 4.58824 1.71701
50 P -2.13706 2.17529 2.01283
51 C -3.18319 3.49242 2.73195
52 C -2.57705 4.30929 3.71573
53 C -3.28743 5.42319 4.25969
54 C -4.62938 5.61960 3.80420
55 C -5.23594 4.69444 2.93883
56 C -4.53144 3.56595 2.49324
57 C -2.09881 1.20162 3.53214
58 C -0.90893 0.71253 4.10222
59 C -0.78217 -0.06925 5.20215
60 C -1.99586 -0.26690 5.97668
61 C -3.21675 0.07467 5.43986
62 C -3.30340 0.71755 4.17757
63 H -0.13579 3.09805 2.55476
64 H 1.02223 3.18002 -2.37030
65 H 0.84876 5.24268 -3.76932
66 H -0.25338 7.30185 -2.66835
67 H -1.21545 7.11702 -0.49650
68 H -1.33777 4.84202 0.76484
69 H 3.29293 1.62871 0.78352
70 H 5.34409 2.61519 1.47267
71 H 5.15159 4.74704 2.83380
72 H 2.90857 6.10566 2.82156
73 H 0.87177 5.00929 1.72500
74 H -1.50036 4.13777 3.96593
75 H -2.93360 6.11574 5.03058
76 H -5.16892 6.56319 4.11551
77 H -6.30091 4.82337 2.64634
78 H -5.03632 2.94194 1.75482
79 H 0.04718 0.88308 3.54891
80 H 0.20506 -0.59235 5.45083
81 H -1.92947 -0.79637 6.91568
82 H -4.09385 -0.04391 6.06317
83 H -4.32222 1.01420 3.84602
84 O -1.32285 -2.38516 2.81655
85 S -1.97867 -2.75495 1.58501
86 O -1.34106 -3.90961 0.82936
87 N -2.22300 -1.37832 0.83903
88 C -2.58365 -1.35620 -0.45201
89 C -3.16362 -2.40839 -1.15767
90 C -3.07532 -2.46223 -2.60455
91 C -2.28520 -1.57514 -3.30051
92 C -1.91923 -0.34112 -2.62002
93 C -1.52804 0.84913 -3.28252
94 C -1.78288 2.07859 -2.72259
95 C -2.24360 2.17828 -1.38427
96 N -2.45299 1.12401 -0.60773
97 C -2.38334 -0.15912 -1.20216
98 C -3.47043 -3.57352 2.01168
99 C -3.58220 -4.92944 1.81396
100 C -4.78896 -5.50912 2.10870
101 C -5.80486 -4.74641 2.68709
102 C -5.64504 -3.40888 2.87855
103 C -4.43758 -2.74630 2.50066
104 H -3.61552 -3.27456 -0.59761
105 H -3.66118 -3.23088 -3.04529
106 H -1.86773 -1.68239 -4.31349
107 H -1.15814 0.62507 -4.27584
108 H -1.66986 2.96908 -3.35750
109 H -2.47743 3.16546 -1.04026
110 H -2.76922 -5.42126 1.30191
111 H -4.92685 -6.54873 1.84596
112 H -6.65381 -5.30416 3.07447
113 H -6.33893 -2.80806 3.42068
114 H -4.19511 -1.72136 2.78385
115 O -4.42855 1.04602 0.95300
116 C -3.25651 1.35448 0.75772
117 I 2.25527 -0.98662 1.76287

For the frontier orbital gap (alpha / beta), the calculation gives 5.13 / 4.06 eV. As for the net charge: -2.


The following is a quantum chemistry calculation of a molecular structure, C29H31BaGeN5O7S, from OMol25.

Atoms and positions in Å:
1 Ba -0.25735 -0.27294 1.04100
2 O 0.93177 1.08521 -1.24709
3 C 0.39972 0.86151 -2.53540
4 C -0.04026 -0.58137 -2.66817
5 N -1.05383 -0.97033 -1.69999
6 C -2.34970 -0.36134 -1.95389
7 C -3.31619 -0.40160 -0.74998
8 O -4.50572 -0.16606 -0.99819
9 O -2.79066 -0.61495 0.38370
10 C -1.15124 -2.42532 -1.64669
11 C 0.10635 -3.09486 -1.04048
12 O 0.40642 -4.21053 -1.48237
13 O 0.68770 -2.43245 -0.12846
14 H 0.80450 2.04267 -1.04898
15 H 1.15854 1.05472 -3.30884
16 H -0.43129 1.55081 -2.72361
17 H 0.83401 -1.21315 -2.49534
18 H -0.38042 -0.76178 -3.70518
19 H -2.85706 -0.80544 -2.82471
20 H -2.21741 0.70082 -2.17449
21 H -1.32582 -2.85092 -2.64689
22 H -2.00480 -2.69206 -1.01937
23 N -7.16984 3.85758 0.97606
24 C -5.81679 3.64526 1.31454
25 C -5.06497 4.67532 1.87790
26 C -3.73861 4.46660 2.22148
27 C -3.16870 3.21870 2.02440
28 C -3.91640 2.18021 1.48608
29 C -5.23436 2.39563 1.12417
30 S -1.46050 2.94822 2.39465
31 O -1.36493 1.60440 2.94082
32 O -1.01622 4.03796 3.22734
33 N -0.68391 2.84064 0.98927
34 C -0.57727 3.90894 0.19186
35 N -1.22587 5.07330 0.43852
36 C -1.05589 6.06050 -0.41646
37 C -0.25403 5.97876 -1.54636
38 C 0.35950 4.74858 -1.73494
39 N 0.21463 3.73555 -0.90696
40 H -7.35457 4.80152 0.67152
41 H -7.49997 3.19530 0.28955
42 H -5.52202 5.64729 2.03484
43 H -3.12997 5.26258 2.62700
44 H -3.48596 1.19686 1.33344
45 H -5.78051 1.57939 0.66464
46 H -1.59115 6.98097 -0.19011
47 H -0.12765 6.80553 -2.22930
48 H 1.00279 4.56824 -2.59335
49 Ge 2.18183 -0.15782 4.00113
50 C 2.99102 0.43014 2.28610
51 C 3.42554 1.73094 2.03393
52 C 3.96539 2.08410 0.80303
53 C 4.08039 1.13637 -0.20471
54 C 3.64356 -0.16071 0.02161
55 C 3.10557 -0.50774 1.25488
56 C 3.79473 -0.60699 5.10352
57 C 4.19267 -1.93347 5.26234
58 C 5.33173 -2.26870 5.98494
59 C 6.09907 -1.27323 6.57567
60 C 5.71573 0.05473 6.43741
61 C 4.57687 0.37648 5.70872
62 H 1.66601 1.13978 4.67033
63 H 3.32429 2.48958 2.80365
64 H 4.27501 3.10787 0.62263
65 H 4.47487 1.41733 -1.17436
66 H 3.68448 -0.90227 -0.76706
67 H 2.73543 -1.51998 1.39263
68 H 3.59013 -2.71849 4.81512
69 H 5.62026 -3.30918 6.08816
70 H 6.98791 -1.52977 7.14121
71 H 6.30597 0.83962 6.89850
72 H 4.29067 1.41963 5.61107
73 C 0.86132 -1.43972 3.55822
74 H 0.17531 -1.61997 4.39104
75 H 1.30422 -2.39165 3.24058

For the frontier orbital gap, the calculation gives 5.80 eV. As for the net charge: -2.


The following is a quantum chemistry calculation of 2 unconnected molecules or ions with the total composition C19H32N7O6S in a non-equilibrium geometry, from OMol25.

Atoms and positions in Å:
1 O -1.66910 1.49228 1.79138
2 O -3.16938 2.94340 -3.64109
3 N 0.50796 -2.84341 3.46304
4 N 1.73975 -0.27358 1.25712
5 O 1.75330 -4.54542 0.04538
6 O -0.79132 -3.72236 0.91652
7 O -2.45933 -0.81898 0.55419
8 O -2.48200 -2.59297 -1.40775
9 S 1.46399 0.00156 -2.53421
10 C -1.57348 2.23072 0.81878
11 C -3.20890 2.62963 -2.45704
12 C 0.32770 -2.14430 2.36082
13 C 1.44397 -1.20565 2.17765
14 C 2.29468 -1.43341 3.24619
15 C 2.88205 0.41500 1.39922
16 C 3.47074 -0.69818 3.35870
17 N 4.33018 -0.93255 4.42547
18 N 1.69204 -2.44190 3.99215
19 N -4.36964 2.45432 -1.81064
20 N -2.09135 1.84631 -0.34469
21 N 3.74401 0.22359 2.41838
22 C 1.42266 0.31749 -4.32219
23 C -0.85311 3.55688 0.93472
24 C -5.68238 2.58260 -2.44195
25 C 4.97901 1.03237 2.46470
26 C 1.05171 -3.56034 -0.72619
27 C 0.46142 1.38143 -1.91111
28 C -0.89161 -2.41793 1.49986
29 C -0.47024 -3.61750 -0.47556
30 C -1.18710 -1.45393 0.33541
31 C -1.15781 -2.32804 -0.92903
32 C -0.96327 1.46474 -2.47736
33 C -1.88914 2.41146 -1.68729
34 H 2.64187 -4.70925 -0.31396
35 H -2.38121 -0.16308 1.28811
36 H -3.09764 -2.61682 -0.65101
37 H 3.11383 1.16060 0.64260
38 H 5.09067 -0.27659 4.59246
39 H 3.98693 -1.46991 5.21859
40 H 2.09544 -2.88214 4.82395
41 H -4.33575 2.21320 -0.83333
42 H -2.53659 0.93622 -0.32421
43 H 2.04846 -0.41384 -4.83442
44 H 0.40147 0.22698 -4.69371
45 H 1.79817 1.31953 -4.53073
46 H -1.51680 4.35682 0.61071
47 H 0.04239 3.54683 0.31844
48 H -0.58001 3.72204 1.97590
49 H -5.78504 3.57512 -2.88629
50 H -6.47447 2.43355 -1.70684
51 H -5.78362 1.83789 -3.23452
52 H 5.07119 1.65324 1.56655
53 H 4.97202 1.69510 3.33687
54 H 5.85971 0.38270 2.51524
55 H 1.44226 -2.56917 -0.47699
56 H 1.23711 -3.72885 -1.79222
57 H 0.41137 1.26973 -0.82975
58 H 0.97606 2.31805 -2.12758
59 H -1.75279 -2.42618 2.17520
60 H -0.87844 -4.47849 -1.01560
61 H -0.42800 -0.68101 0.23838
62 H -0.58878 -1.84708 -1.73084
63 H -1.40472 0.46684 -2.48221
64 H -0.89166 1.80735 -3.50992
65 H -1.40946 3.38726 -1.62245

For the frontier orbital gap, the calculation gives 7.05 eV. As for the net charge: +1.


Which value of net charge does entry 6 give? +1